{
  "formula": "C62H91N11O17",
  "method": "wB97M-V/def2-TZVPD",
  "smiles": "O=[N+]([O-])c1ccccc1.O=[N+]([O-])c1ccccc1.O=[N+]([O-])c1ccccc1.O=[N+]([O-])c1ccccc1.O=[N+]([O-])c1ccccc1.O=[N+]([O-])c1ccccc1.COC[C@H](C)N.COC[C@H](C)N.COC[C@H](C)N.COC[C@H](C)N.COC[C@H](C)N.c1ccccc1",
  "total_energy_ev": -116946.0159,
  "homo_lumo_gap_ha": 0.2759,
  "spin_multiplicity": 1,
  "elements": ["H", "N", "O", "C", "N", "H", "H", "H", "O", "H", "H", "O", "H", "H", "H", "C", "O", "H", "N", "C", "C", "H", "O", "H", "H", "C", "H", "O", "H", "H", "C", "H", "C", "N", "H", "C", "N", "C", "C", "C", "C", "C", "H", "H", "H", "C", "H", "H", "C", "H", "C", "H", "H", "H", "C", "C", "H", "C", "C", "C", "H", "C", "C", "H", "C", "H", "H", "H", "H", "H", "H", "C", "H", "H", "C", "H", "C", "H", "C", "C", "C", "C", "H", "O", "H", "C", "C", "H", "H", "C", "C", "C", "C", "C", "H", "C", "C", "C", "H", "N", "N", "O", "H", "C", "H", "H", "C", "H", "H", "N", "H", "H", "C", "C", "H", "O", "C", "H", "H", "C", "H", "O", "H", "C", "H", "H", "H", "H", "H", "O", "H", "C", "H", "H", "H", "H", "O", "H", "C", "H", "H", "H", "H", "O", "H", "H", "C", "H", "C", "O", "H", "N", "H", "H", "H", "C", "C", "H", "C", "O", "H", "C", "H", "H", "H", "C", "C", "H", "C", "C", "H", "H", "H", "H", "O", "N", "N", "O", "H", "C", "C"],
  "coordinates": [[10.499, 46.675, -13.925], [22.561, 42.438, -9.841], [20.359, 46.876, -20.681], [12.149, 47.593, -20.147], [20.644, 36.658, -13.957], [14.896, 40.686, -9.326], [17.999, 40.899, -15.967], [17.595, 47.166, -17.885], [16.316, 39.515, -10.896], [19.913, 47.943, -11.460], [22.088, 40.902, -12.105], [15.891, 46.541, -15.646], [19.829, 46.561, -13.525], [11.468, 47.448, -15.255], [19.500, 43.373, -10.949], [16.265, 38.261, -15.251], [17.223, 46.447, -13.964], [16.067, 38.207, -19.077], [18.527, 47.185, -22.753], [19.326, 37.126, -13.412], [21.506, 42.623, -10.861], [17.005, 47.826, -24.632], [19.746, 39.101, -18.105], [21.915, 50.930, -13.801], [18.439, 36.727, -15.467], [18.157, 37.782, -19.085], [16.738, 42.286, -17.753], [17.139, 45.163, -21.239], [21.048, 46.238, -8.973], [22.355, 43.180, -9.174], [16.829, 37.522, -19.421], [9.875, 49.069, -13.528], [20.778, 42.414, -17.038], [18.558, 38.971, -18.346], [15.413, 47.773, -23.822], [19.117, 36.820, -19.400], [14.523, 50.281, -15.293], [16.592, 45.750, -22.400], [14.089, 45.781, -19.170], [21.296, 50.044, -13.717], [17.140, 44.610, -15.348], [20.234, 47.566, -13.492], [13.134, 45.949, -16.049], [15.528, 52.790, -15.391], [13.269, 44.392, -15.130], [16.270, 52.008, -15.462], [13.787, 42.669, -8.305], [21.075, 50.182, -11.547], [18.141, 50.066, -16.161], [22.347, 47.056, -20.259], [16.471, 48.004, -23.701], [16.687, 43.270, -21.958], [16.745, 45.212, -23.340], [18.800, 38.339, -15.200], [12.566, 46.118, -14.063], [16.151, 41.790, -10.620], [16.692, 48.624, -15.823], [20.333, 48.366, -12.363], [18.498, 51.411, -16.193], [11.429, 47.176, -14.196], [19.803, 42.435, -9.558], [23.015, 43.450, -17.254], [13.871, 47.007, -18.556], [11.882, 45.945, -12.213], [21.402, 47.542, -19.987], [20.156, 41.375, -18.839], [20.112, 39.179, -13.000], [16.118, 43.601, -20.220], [16.963, 43.199, -12.042], [21.896, 43.381, -15.504], [11.870, 46.283, -21.781], [14.529, 42.766, -9.084], [19.320, 45.215, -20.803], [18.351, 44.355, -13.542], [15.638, 44.180, -10.670], [13.561, 46.503, -13.829], [17.523, 52.354, -15.960], [11.748, 44.886, -15.779], [19.667, 38.315, -12.510], [18.146, 42.562, -14.660], [16.775, 44.000, -16.554], [15.916, 50.652, -15.469], [15.274, 38.355, -14.808], [20.446, 44.275, -9.211], [18.732, 42.030, -13.922], [21.254, 41.289, -11.511], [21.223, 49.255, -14.859], [18.747, 38.618, -12.013], [14.322, 44.874, -9.137], [21.843, 43.155, -16.566], [20.849, 45.531, -9.777], [12.947, 47.929, -19.058], [18.805, 35.668, -20.105], [16.841, 43.796, -21.016], [20.000, 45.915, -10.345], [23.014, 43.106, -18.613], [20.248, 43.233, -10.159], [18.238, 47.123, -18.765], [20.504, 41.260, -12.309], [16.800, 40.603, -11.155], [20.028, 45.949, -17.569], [11.793, 48.211, -13.299], [21.799, 45.391, -10.295], [19.923, 45.677, -20.018], [18.778, 48.056, -18.925], [19.020, 46.645, -22.052], [12.661, 45.278, -15.328], [21.950, 42.147, -20.215], [14.487, 47.240, -17.696], [10.999, 48.474, -20.575], [20.473, 46.856, -17.655], [17.842, 53.387, -16.029], [16.859, 49.691, -15.825], [13.434, 45.619, -20.357], [18.870, 48.132, -22.656], [14.314, 49.073, -15.243], [17.464, 35.376, -20.388], [21.546, 48.604, -20.187], [16.133, 44.439, -17.304], [14.867, 44.024, -9.529], [16.156, 37.628, -16.141], [10.855, 49.529, -20.010], [21.003, 40.452, -10.855], [20.845, 42.070, -18.371], [20.011, 41.988, -16.409], [15.481, 36.119, -20.293], [18.797, 36.333, -12.876], [22.237, 41.589, -9.381], [14.649, 44.990, -18.696], [17.673, 39.755, -18.101], [18.848, 49.317, -16.490], [16.512, 36.329, -20.038], [20.404, 35.738, -14.339], [20.158, 36.989, -19.162], [17.807, 43.490, -20.597], [20.321, 38.026, -11.684], [17.122, 37.768, -14.262], [21.376, 47.467, -18.907], [17.684, 41.920, -15.808], [17.619, 47.004, -19.657], [17.012, 47.807, -21.621], [16.612, 39.252, -15.563], [15.772, 45.119, -11.189], [22.869, 50.336, -16.077], [16.702, 49.029, -23.408], [17.257, 34.390, -20.777], [20.926, 49.603, -12.447], [13.683, 44.758, -20.971], [12.454, 46.449, -20.887], [13.660, 51.110, -15.108], [23.879, 43.807, -16.715], [12.212, 45.266, -12.898], [21.066, 36.318, -13.089], [12.739, 48.805, -18.458], [20.845, 45.366, -17.744], [15.201, 41.685, -9.614], [18.478, 37.448, -14.641], [19.467, 51.660, -16.606], [20.632, 47.958, -14.763], [10.304, 48.022, -21.451], [11.189, 50.008, -14.104], [16.354, 43.088, -11.156], [18.463, 44.994, -18.612], [19.564, 34.904, -20.201], [23.899, 43.299, -19.208], [17.104, 42.681, -16.816], [19.112, 45.867, -18.721], [20.573, 47.334, -15.640], [21.948, 42.412, -19.167], [17.066, 47.200, -22.530], [13.080, 44.927, -12.493], [21.839, 43.398, -11.560], [20.680, 44.908, -19.827], [15.513, 45.756, -22.195], [17.868, 40.731, -11.738], [16.765, 46.007, -14.994], [21.862, 49.667, -16.102], [21.281, 49.322, -17.129], [10.998, 49.795, -12.334], [18.031, 43.940, -14.487], [10.921, 49.307, -13.305]],
  "mulliken_charge": [0.57, -0.76, -0.43, 0.06, -0.75, 0.46, 0.53, -0.05, -0.61, 0.41, 0.42, -0.12, 0.51, 0.31, 0.03, -0.29, -0.65, 0.47, -0.72, 0.37, 0.35, 0.37, -0.61, 0.44, 0.38, -0.10, 0.48, 0.24, 0.32, 0.33, -0.18, 0.34, 0.14, 1.22, 0.37, -0.26, 1.01, -0.93, -0.02, -0.57, -0.78, -0.18, 0.10, 0.44, 0.35, -0.75, 0.42, 0.43, 0.20, 0.33, -1.57, 0.49, 0.41, 0.01, 1.33, -0.38, 0.67, -0.68, -0.91, -1.07, 0.33, -0.85, 0.16, 0.36, -0.79, 0.37, 0.22, 0.07, 0.14, 0.39, 0.52, -0.50, 0.41, 0.74, -0.84, -0.03, -0.59, 0.34, -1.20, -0.35, 1.06, -0.45, 0.33, -0.49, 0.32, -0.95, 0.20, 0.12, 0.39, -0.46, -0.62, -1.09, -0.58, -0.72, 0.16, -0.27, -0.10, -0.48, -0.35, 0.98, 0.21, -0.27, 0.32, -0.78, 0.28, 0.17, -1.28, 0.46, 0.39, 1.02, -0.17, 0.36, 0.25, -0.22, 0.33, -0.42, -0.39, 0.28, -0.65, -0.74, 0.32, -0.60, 0.42, 0.32, -0.01, 0.37, 0.39, 0.33, 0.10, -0.50, 0.26, -0.58, 0.29, 0.40, 0.08, 0.54, -0.37, 0.34, -0.44, -0.32, 0.11, -0.09, 0.77, -0.62, 0.40, 0.39, -0.77, 0.40, -0.83, -0.65, 0.49, -0.91, 0.31, 0.55, 0.18, -0.44, -0.53, 0.44, 0.44, -0.61, 0.23, 0.53, -0.69, 0.35, 0.36, -0.72, 1.59, -0.17, -1.10, 0.98, 0.17, 0.33, 0.10, 0.15, -0.27, 1.31, 0.96, -0.50, 0.27, -0.46, -0.78]
}